Molecular formula: C24H37N5O2S2
Method: DFT, the ωB97M-V functional and the def2-TZVPD basis

Structure (XYZ):
```
70
Properties=species:S:1:pos:R:3:forces:R:3:mulliken_charge:R:1
C 14.29273 -13.85796 -23.12023 -0.4 0.2 -0.6 -0.5105
S 13.29438 -13.17636 -24.48450 0.9 0.0 0.3 0.7493
O 14.20937 -13.09824 -25.67816 -0.7 0.2 0.6 -0.6590
C 13.20314 -11.51528 -23.71668 -0.1 -0.3 -0.4 -0.5837
H 14.63886 -14.82823 -23.46408 0.0 -0.1 0.2 0.2561
H 13.61317 -13.92878 -22.27428 0.1 -0.2 0.1 -0.0733
H 15.11894 -13.18202 -22.90843 0.1 0.0 -0.1 0.3534
H 12.29519 -11.04984 -24.09437 0.2 0.3 -0.1 0.3945
H 14.11855 -11.02098 -24.03434 -0.1 0.2 -0.1 -0.3103
H 13.17392 -11.53683 -22.62875 -0.1 -0.3 0.0 0.4370
C 13.34796 -14.96406 -30.65198 0.6 -0.3 0.3 -0.9029
S 14.56842 -15.94685 -29.73272 1.4 1.0 -0.7 0.4378
O 15.86519 -15.64546 -30.47618 -1.1 -0.5 0.6 -0.6588
C 14.72342 -14.97926 -28.19195 0.1 -1.0 -0.5 -0.7798
H 13.69732 -13.94318 -30.51665 -0.5 0.2 -0.1 0.2762
H 12.33344 -15.18934 -30.33392 0.0 0.3 0.2 0.3306
H 13.48727 -15.25756 -31.68989 0.0 -0.1 0.0 0.3450
H 15.52120 -15.55230 -27.71774 -0.2 0.0 0.3 0.1944
H 13.80158 -15.06808 -27.62487 0.0 0.2 0.2 0.2843
H 15.10080 -13.96964 -28.32824 -0.4 0.1 -0.3 0.4709
N 9.52703 -14.95352 -20.68974 0.1 0.6 -0.3 -0.0203
C 9.73740 -15.35793 -19.39116 0.1 -0.5 -0.5 -0.4934
C 11.09168 -15.35801 -19.19958 0.6 -0.4 0.0 -0.7847
C 11.71877 -14.90010 -20.38495 -0.5 0.5 -0.3 -0.0874
C 10.71478 -14.62846 -21.28709 0.3 -0.2 0.3 -0.5024
H 8.67511 -14.65958 -21.13322 -0.3 -0.3 0.4 0.2198
H 8.94565 -15.80554 -18.81702 -0.1 0.3 0.1 0.3713
H 11.68547 -15.79137 -18.40961 -0.4 0.2 0.4 0.3652
H 12.77449 -14.72974 -20.50129 0.0 -0.2 -0.1 0.4323
H 10.71845 -14.27130 -22.30424 0.1 0.1 0.0 0.4786
N 9.18222 -10.77899 -26.11003 -0.1 -0.6 0.4 -0.0259
C 9.37415 -11.88769 -25.31928 0.6 -0.2 -0.2 -0.8100
C 9.43168 -12.98283 -26.14601 -0.9 -0.7 0.2 -0.0781
C 9.11749 -12.56034 -27.44468 0.2 1.7 -0.9 -0.7602
C 9.02116 -11.17964 -27.40446 0.0 -0.3 0.0 -0.3386
H 9.10176 -9.84455 -25.76097 0.0 0.1 -0.1 0.2015
H 9.50821 -11.85663 -24.25107 0.0 0.3 0.0 0.5301
H 9.51212 -14.02958 -25.89526 0.2 0.1 0.4 0.4873
H 9.00714 -13.07315 -28.38582 0.2 -0.5 0.2 0.3843
H 8.89345 -10.46005 -28.19581 -0.1 0.0 0.0 0.4157
N 16.10591 -8.37426 -25.32226 0.0 0.4 0.4 0.1647
C 16.57327 -7.19099 -25.85552 -0.2 -0.8 -0.2 -0.5800
C 15.85090 -6.18579 -25.28903 0.2 1.0 0.2 -0.3586
C 14.97336 -6.72766 -24.32067 0.0 -0.9 -0.5 -0.7243
C 15.15759 -8.09451 -24.38541 -0.4 0.3 0.3 -0.1222
H 16.39271 -9.31750 -25.51078 0.4 0.1 -0.3 0.2227
H 17.36272 -7.18041 -26.58581 -0.1 0.0 -0.1 0.3785
H 15.95973 -5.13170 -25.49498 0.1 -0.1 -0.1 0.3804
H 14.24312 -6.19703 -23.73646 0.1 0.0 0.1 0.4011
H 14.69603 -8.89481 -23.83128 -0.1 0.1 0.0 0.3074
N 13.92190 -18.87711 -24.65514 -0.9 0.0 0.0 0.0380
C 14.97988 -18.09946 -24.98284 0.7 0.3 0.1 -1.1339
C 14.53554 -16.81553 -25.24182 0.8 -1.2 0.4 0.0325
C 13.14490 -16.86367 -25.07869 -1.1 0.5 0.2 -0.2930
C 12.76357 -18.13718 -24.70757 0.7 0.6 -0.3 -0.9981
H 13.97074 -19.82769 -24.34410 0.1 -0.1 -0.1 0.1906
H 15.97326 -18.52236 -24.98071 0.0 0.1 0.0 0.4232
H 15.19047 -15.98086 -25.41834 -0.2 0.1 -0.3 0.7006
H 12.48266 -16.01631 -25.19717 -0.1 -0.1 0.0 0.5992
H 11.78444 -18.54238 -24.53025 0.0 -0.1 0.1 0.4152
N 19.00099 -12.64471 -24.16135 -0.8 0.3 0.1 -0.0059
C 18.03650 -11.67424 -24.09832 0.2 0.8 -0.7 -0.6258
C 17.10378 -11.92440 -25.07744 -0.4 -0.5 0.6 -0.1157
C 17.44324 -13.16543 -25.66178 0.9 -0.7 -0.4 -0.2736
C 18.63115 -13.56965 -25.10548 0.5 0.3 0.3 -0.8603
H 19.86451 -12.59846 -23.65883 0.1 -0.2 0.1 0.1908
H 18.14304 -10.77168 -23.51648 0.1 -0.2 0.2 0.4393
H 16.18950 -11.38734 -25.26690 0.0 0.0 0.0 0.3908
H 16.98837 -13.74091 -26.45054 -0.4 0.3 0.0 0.3663
H 19.32148 -14.37180 -25.31072 -0.3 -0.2 -0.1 0.4137
```
Forces are in eV/Å.

Calculated values
- Gap between HOMO and LUMO: 0.3207 Ha
- 2S+1: 1
- LUMO level: 0.48 eV
- HOMO level: -0.3031 Eh
- Energy above the lowest of the compared OMol25 structures with the same formula, charge and spin: 20.7 kcal per mole
- Net charge: 0

***

Molecular formula: C24H37NO2SSbTc
Method: DFT, the ωB97M-V functional and the def2-TZVPD basis

Structure (XYZ):
```
67
Properties=species:S:1:pos:R:3:forces:R:3:mulliken_charge:R:1
Tc 0.30346 -0.35476 0.55499 0.0 0.1 -0.1 0.5050
N 1.47518 1.89314 -2.67487 0.0 0.0 0.0 -0.3190
C 0.77793 1.23798 -1.78972 0.0 0.0 0.0 0.8740
O 1.31440 0.90031 -0.67415 0.0 0.0 0.0 -0.7073
C -0.65660 0.86889 -2.00865 0.0 0.0 0.0 -0.8985
C -1.11046 -0.11168 -0.92238 0.0 0.0 0.0 -0.8065
H 2.43904 2.14247 -2.49246 0.0 0.0 0.0 0.2854
H 1.07892 2.16339 -3.56481 0.0 0.0 0.0 0.2477
H -0.79336 0.45170 -3.00909 0.0 0.0 0.0 0.4672
H -1.23770 1.79320 -1.98786 0.0 0.0 0.0 0.2974
H -1.11496 -1.15049 -1.28804 0.0 0.0 0.0 0.6623
H -2.10921 0.09629 -0.53881 0.0 0.0 0.0 0.4272
C 0.58465 4.25693 3.03639 0.0 0.0 0.0 -1.2566
C 0.94702 3.01618 2.22436 0.0 0.0 0.0 0.3026
C 2.21605 2.31934 2.70814 0.0 0.0 0.0 -1.1913
Sb -0.65383 1.57839 2.23676 0.0 0.0 0.0 0.9423
C -2.54982 2.45537 1.69417 0.0 0.0 0.0 0.2477
C -3.13281 3.15655 2.92060 0.0 0.0 0.0 -1.2776
C -2.35741 3.40596 0.52010 0.0 0.0 0.0 -1.0245
C -0.80360 0.53738 4.12311 0.0 0.0 0.0 0.9218
C -2.09559 -0.27392 4.15336 0.0 0.0 0.0 -1.6028
C -0.68148 1.51980 5.28683 0.0 0.0 0.0 -1.2036
H 1.41369 4.96499 2.97381 0.0 0.0 0.0 0.4979
H 0.43062 4.02970 4.09081 0.0 0.0 0.0 0.2597
H -0.30166 4.76436 2.65699 0.0 0.0 0.0 0.3125
H 1.04486 3.27723 1.16803 0.0 0.0 0.0 0.3911
H 2.12748 1.99308 3.74637 0.0 0.0 0.0 0.2380
H 3.05189 3.01975 2.66054 0.0 0.0 0.0 0.5043
H 2.48202 1.45385 2.09122 0.0 0.0 0.0 0.1407
H -3.17350 1.60418 1.41412 0.0 0.0 0.0 0.5505
H -2.49755 3.97094 3.27119 0.0 0.0 0.0 0.2742
H -3.32454 2.47840 3.74973 0.0 0.0 0.0 0.2935
H -4.09071 3.59656 2.63494 0.0 0.0 0.0 0.4995
H -1.72392 4.25368 0.78567 0.0 0.0 0.0 0.2775
H -3.32941 3.80737 0.22794 0.0 0.0 0.0 0.4919
H -1.93040 2.91659 -0.35496 0.0 0.0 0.0 0.0282
H 0.06386 -0.12981 4.11921 0.0 0.0 0.0 -0.2250
H -2.96905 0.37174 4.24008 0.0 0.0 0.0 0.3652
H -2.08737 -0.91735 5.03553 0.0 0.0 0.0 0.4548
H -2.23029 -0.90716 3.27486 0.0 0.0 0.0 0.3647
H -1.47096 2.27172 5.27335 0.0 0.0 0.0 0.2849
H 0.28254 2.02614 5.31252 0.0 0.0 0.0 0.3365
H -0.78375 0.96295 6.22075 0.0 0.0 0.0 0.4892
O -0.58374 -1.84304 1.49117 0.0 0.0 0.0 -0.5813
S 0.16017 -2.67947 2.63630 0.0 0.0 0.0 0.4592
C 0.01883 -4.35788 2.22632 0.0 0.0 0.0 0.8910
C -0.99123 -5.01047 2.94180 0.0 0.0 0.0 -0.4960
C -1.21696 -6.35444 2.70219 0.0 0.0 0.0 -0.8192
C -0.42833 -7.02927 1.77982 0.0 0.0 0.0 -0.4518
C 0.59160 -6.37437 1.08955 0.0 0.0 0.0 -0.8184
C 0.82539 -5.03144 1.30375 0.0 0.0 0.0 -0.2249
C 1.82554 -2.16511 2.28338 0.0 -0.1 0.0 1.2369
C 2.25361 -2.01154 0.95032 0.0 0.1 0.0 -1.2548
C 3.52805 -1.50180 0.71005 0.0 0.0 0.0 -0.7145
C 4.35768 -1.16795 1.77632 0.0 0.0 0.0 -0.7690
C 3.92616 -1.34596 3.08362 0.0 0.0 0.0 -0.6875
C 2.64827 -1.83529 3.34717 0.0 0.0 0.0 -0.7582
H -1.58228 -4.47752 3.67688 0.0 0.0 0.0 0.4158
H -1.99273 -6.87620 3.24477 0.0 0.0 0.0 0.4368
H -0.59564 -8.08373 1.60447 0.0 0.0 0.0 0.4369
H 1.21053 -6.92306 0.39326 0.0 0.0 0.0 0.4393
H 1.63865 -4.53955 0.78909 0.0 0.0 0.0 0.4555
H 1.68003 -2.43815 0.12613 0.0 0.0 0.0 0.9740
H 3.88411 -1.40896 -0.30761 0.0 0.0 0.0 0.5402
H 5.35356 -0.79165 1.58467 0.0 0.0 0.0 0.5007
H 4.58256 -1.10261 3.90867 0.0 0.0 0.0 0.4889
H 2.31007 -1.96531 4.36825 0.0 0.0 0.0 0.5776
```
Forces are in eV/Å.

Calculated values
- Gap between HOMO and LUMO (alpha / beta): 0.2594 / 0.2556 Ha
- 2S+1: 4
- LUMO level (alpha / beta): -10.43 / -10.54 eV
- HOMO level (alpha / beta): -0.6428 / -0.6429 Eh
- Energy above the lowest of the compared OMol25 structures with the same formula, charge and spin: 0.0 kcal per mole
- Net charge: +3

***

Molecular formula: C24H38AlBBr3Cl3KN2O20P
Method: DFT, the ωB97M-V functional and the def2-TZVPD basis

Structure (XYZ):
```
94
Properties=species:S:1:pos:R:3:forces:R:3:mulliken_charge:R:1
C -1.92565 4.26231 0.35695 0.2 -0.7 0.8 -0.6893
C -2.06791 3.19285 1.53660 0.7 2.2 -0.3 -0.2450
O -2.84722 2.03049 1.15290 0.9 -1.9 -0.7 -0.2472
P -1.91104 0.81629 0.54086 1.7 0.9 -0.1 0.8431
O -0.99509 1.34591 -0.55017 -0.9 -1.0 0.2 -0.1635
C -0.78724 0.23696 1.93541 -1.8 -0.7 0.6 -0.9069
C -0.30422 -1.24381 1.70850 1.1 0.1 -0.3 -1.3436
C 1.12829 -1.33358 1.10096 2.2 -0.6 -0.1 0.9649
C 2.18973 -2.03114 1.90181 -0.9 1.0 -1.5 -2.4610
N 3.47619 -2.16851 1.41009 -0.8 2.2 -1.2 0.2554
C 3.85797 -1.68468 0.19069 -2.7 1.3 -0.8 -0.9804
C 2.89150 -0.97040 -0.66918 0.0 -1.0 0.7 0.4733
C 3.48858 -0.40901 -2.03418 0.4 -0.1 1.4 -0.9553
C 4.02191 1.06966 -1.74084 -0.3 0.1 0.2 -0.2937
C 3.33936 2.26073 -2.53177 0.1 0.1 1.5 -0.8492
C 1.84893 2.03484 -2.94797 1.6 1.0 -3.1 -0.0382
N 1.84568 1.56994 -4.37143 -0.2 -0.2 1.1 -0.4807
C 1.49644 -0.79728 -0.18817 2.6 -1.4 1.7 0.5877
O -2.85157 -0.44656 0.04630 0.8 2.3 0.9 -0.4075
C -3.80084 -0.07705 -0.99740 -1.7 -0.4 -1.3 -0.3853
C -3.17499 0.10555 -2.43292 0.2 0.5 0.9 -0.3156
H -2.67093 5.08483 0.49815 0.6 -0.7 -0.4 0.1606
H -2.02273 3.73518 -0.62495 0.0 0.6 0.8 0.1010
H -0.88151 4.68030 0.42546 -1.1 -0.3 -0.2 0.3501
H -2.59561 3.67771 2.39636 0.4 -0.7 -0.7 0.4317
H -1.02119 2.96411 1.86515 -1.1 -0.4 -0.2 0.0951
H -1.45225 0.23282 2.85419 0.7 0.1 -0.9 0.3762
H 0.03831 0.96098 2.15255 -0.7 -0.7 -0.6 0.5160
H -0.30599 -1.77905 2.69673 1.4 2.5 -2.6 0.5926
H -1.02072 -1.78943 1.03624 0.5 0.4 0.6 0.7432
H 1.96275 -2.43636 2.90656 0.7 0.9 -0.7 0.5013
H 4.19417 -2.63030 1.97541 -0.7 0.0 0.2 0.4252
H 4.90579 -1.81469 -0.16256 -1.0 0.0 0.6 0.3408
H 4.39597 -1.03913 -2.26540 -1.1 0.5 0.1 0.4331
H 2.80588 -0.52217 -2.91607 0.4 0.2 0.7 0.3464
H 5.13281 1.08279 -1.90581 -1.1 0.1 0.1 0.4762
H 3.88477 1.26910 -0.64062 0.3 -0.2 -1.1 0.0690
H 3.96601 2.50491 -3.42758 -1.0 -0.2 0.6 0.3272
H 3.35394 3.14605 -1.83020 0.3 -0.9 -0.7 0.3356
H 1.25931 2.98720 -2.95251 0.2 -1.0 0.7 0.1999
H 1.34099 1.20860 -2.37501 1.7 2.0 0.9 0.4723
H 1.42066 0.64378 -4.45853 0.1 0.4 -0.7 0.1233
H 1.40854 2.27323 -4.98476 0.0 -0.8 0.4 0.3663
H 0.70961 -0.25565 -0.78957 1.4 -0.8 2.4 0.9476
H -4.39383 0.82461 -0.67655 0.7 -0.8 -0.2 0.2313
H -4.53895 -0.92682 -1.06648 0.9 0.8 0.4 0.3130
H -3.01659 1.20221 -2.61303 -0.1 -1.1 -0.1 0.1262
H -3.81460 -0.35245 -3.23201 0.6 0.5 0.8 0.3950
H -2.16752 -0.38477 -2.42494 -1.1 0.3 -0.2 -0.2528
Cl 2.42182 -4.50162 2.19504 -0.7 -1.4 0.1 -0.5712
K -1.14441 -3.06250 3.64063 -0.8 -2.9 1.9 1.0166
O 2.58720 -2.20993 5.44727 -0.3 0.0 0.1 -0.6707
Cl 3.12013 -0.87724 5.26889 0.1 -0.2 -0.8 1.8796
O 2.06276 -0.00117 4.80261 -0.2 0.0 0.1 -0.6719
O 4.17788 -0.91313 4.29957 -0.3 -0.1 0.1 -0.6271
O 3.63691 -0.37797 6.54965 -1.7 -0.8 -0.1 -0.6281
C -6.08930 4.83622 0.22259 0.1 0.0 -0.1 -0.0303
Br -5.36885 6.46937 -0.52092 -0.1 -0.2 0.1 -0.0112
Br -5.70203 4.67477 2.11074 -0.1 0.0 -0.2 -0.0255
Br -7.98084 4.65477 -0.13950 0.2 0.0 0.1 -0.0472
H -5.58930 4.01191 -0.27587 -0.1 0.1 0.1 0.0870
Cl 5.56842 0.50611 6.53078 1.9 1.0 0.1 -0.3077
Al 0.21553 0.07003 -2.39745 -2.6 -0.9 -2.1 -0.4426
O 0.92778 2.07495 -7.82271 -0.8 0.4 0.3 -1.0898
H 1.48070 1.91838 -7.05983 0.5 -0.2 0.2 0.1844
C -2.26311 4.54821 -5.00285 -0.2 0.0 0.2 -1.2887
C -0.77280 4.70875 -4.74348 0.0 -0.1 -0.7 0.5423
C -0.14220 5.68388 -5.72515 0.1 0.2 0.0 -1.4753
O -0.13221 3.44184 -4.85709 -0.4 0.2 0.3 -0.3627
H -2.44169 4.15206 -6.00630 0.1 0.1 0.0 0.3848
H -2.70095 3.83640 -4.29777 0.0 0.1 0.0 0.1578
H -2.78629 5.50296 -4.90598 0.0 0.0 0.0 0.4045
H -0.61392 5.06212 -3.72018 0.1 -0.1 0.0 0.2483
H -0.25011 5.32464 -6.75214 -0.1 -0.1 0.1 0.3611
H 0.92853 5.78068 -5.53449 -0.1 0.0 0.0 0.3415
H -0.60218 6.67306 -5.64969 0.0 0.0 0.0 0.4146
H -0.26786 3.11756 -5.76906 0.3 -0.1 -0.3 0.2566
B -1.87746 -9.15511 4.85002 0.1 -0.5 0.1 1.1224
O -2.06495 -8.46684 6.14387 0.1 0.5 -0.7 -0.5319
C -1.99822 -7.16325 5.91249 -0.3 -0.3 2.2 0.6164
O -2.11236 -6.30918 6.75191 0.0 0.1 -0.4 -0.6362
C -1.76419 -6.93341 4.45840 0.4 0.0 -1.9 0.5173
O -1.65713 -5.85566 3.92098 -0.1 0.5 0.1 -0.6489
O -1.69295 -8.09148 3.83454 -0.1 0.6 0.6 -0.5348
O -0.71000 -10.05312 4.89331 -0.7 -0.1 -0.2 -0.4699
C -1.14109 -11.28555 4.62610 2.1 -0.2 0.3 0.6011
O -0.44129 -12.25958 4.58339 -0.3 0.1 0.0 -0.5927
C -2.61257 -11.24938 4.39456 -2.0 -0.2 -0.4 0.5944
O -3.31298 -12.18860 4.13167 0.3 0.1 0.1 -0.5984
O -3.04512 -9.99603 4.52586 0.6 -0.1 0.0 -0.4884
C 5.63068 2.91961 1.07247 -0.6 -0.2 -0.4 0.7341
O 6.65069 3.40063 1.58534 0.2 0.0 0.2 -0.6042
O 4.89633 2.03470 1.62157 0.1 -0.4 0.7 -0.4626
O 5.17709 3.23608 -0.07106 0.2 0.5 -0.4 -0.5524
```
Forces are in eV/Å.

Calculated values
- Gap between HOMO and LUMO: 0.0876 Ha
- 2S+1: 1
- LUMO level: 0.36 eV
- HOMO level: -0.0743 Eh
- Net charge: -2

***

no.,electronic energy (eV),F_max (eV Å⁻¹)
1,-58700.40192,1.983
2,-50617.31260,0.102
3,-350006.49808,3.847